DFT (ωB97M-V/def2-TZVPD) results for a single C4H5NO molecule.

Results
* SMILES: C[C@H]1C=C1N=O
* orbital gap (spin up / spin down): 8.701 / 8.701 eV
* energy above the lowest of the compared OMol25 structures with the same formula, charge and spin: 5.287 eV

```
! RIJCOSX wB97M-V def2-TZVPD def2/J DEFGRID3
* xyz 0 1
C -1.0436 -0.7899 0.7550
C 0.1516 0.1332 0.6922
C 1.2984 -0.1119 -0.2611
C 0.4736 0.8382 -0.5624
N 0.1110 1.7385 -1.5528
O 0.3983 1.2585 -2.6273
H -1.9441 -0.2493 1.0610
H -1.2405 -1.2487 -0.2175
H -0.8640 -1.5841 1.4809
H 0.4089 0.6060 1.6376
H 2.2504 -0.5906 -0.4056
*
```